C3H7N5 | the ωB97M-V functional and the def2-TZVPD basis

Each line ends with the natural charge from an NBO analysis.
CARTESIAN COORDINATES (ANGSTROEM)
N (-2.26, 1.18, 0.47)  -0.625
N (-0.98, 0.76, 0.45)  -0.197
C (-0.53, 0.10, 1.44)  -0.041
C (0.83, -0.31, 1.58)  -0.291
C (1.76, -0.50, 0.61)  -0.007
N (1.57, -0.61, -0.72)  -0.321
N (0.85, 0.13, -1.43)  0.066
N (0.55, -0.36, -2.62)  -0.593
H (-2.62, 1.41, -0.45)  0.370
H (-2.92, 0.72, 1.10)  0.337
H (-1.19, -0.16, 2.29)  0.143
H (1.12, -0.58, 2.59)  0.211
H (2.75, -0.82, 0.90)  0.197
H (0.90, -1.26, -2.92)  0.367
H (0.19, 0.30, -3.29)  0.384

Properties
- total energy (hartree) = -392.16238
- frontier orbital gap (eV) = 8.24
- lowest unoccupied orbital energy (eV) = 0.81
- HOMO (Eh) = -0.27301